# 1
C5H14NO | the ωB97M-V functional and the def2-TZVPD basis

Structure (XYZ):
```
21
Properties=species:S:1:pos:R:3:forces:R:3
C 0.407 0.110 -2.052 -0.294 0.197 0.465
C -0.449 0.447 -0.833 -0.383 -0.696 0.385
N -0.223 -0.585 0.299 0.039 1.228 -0.028
C -0.299 0.121 1.646 0.969 0.551 -0.997
C -0.738 1.549 1.305 -0.760 -0.593 -0.104
C -0.314 1.787 -0.146 0.463 -0.063 0.531
H -0.212 0.010 -2.926 -0.177 0.064 -0.373
H 0.928 -0.832 -1.933 0.172 -0.164 0.051
H 1.120 0.901 -2.211 0.396 0.196 -0.187
H -1.500 0.304 -1.045 -0.270 0.020 -0.280
H 0.706 -0.979 0.195 -0.062 -0.782 -0.079
H -0.934 -1.303 0.229 0.271 -0.336 -0.092
H -0.891 -0.513 2.295 -0.029 0.392 0.356
H 0.744 0.220 1.954 -0.187 -0.532 0.437
H -1.817 1.634 1.373 -0.237 0.073 0.108
H -0.303 2.268 1.975 0.135 0.219 0.335
H 0.684 2.218 -0.212 0.140 -0.200 -0.050
H -0.997 2.492 -0.570 -0.261 0.478 -0.508
H 0.765 -3.499 0.722 0.644 0.072 -0.474
H 2.057 -3.412 -0.167 0.025 -0.248 0.107
O 1.265 -2.938 0.100 -0.594 0.125 0.396
```
Forces are in eV/Å.

Results
LUMO energy = -0.113 Eh
HOMO level = -0.58777 Ha
Spin multiplicity = 1
ΔE to the lowest compared entry with this formula, charge and spin = 33.6 kJ/mol
M = 104.17 g mol⁻¹
Strongest force on any atom = 1.50 eV/A
Net charge = +1

=====

# 2
C3H2ClN3O | the ωB97M-V functional and the def2-TZVPD basis

Structure (XYZ):
```
10
Properties=species:S:1:pos:R:3:forces:R:3
C 1.027 -0.049 0.012 -4.627 1.607 1.928
C 0.577 1.236 0.224 3.315 -0.683 -1.844
C -1.300 -0.616 -0.086 -2.788 -2.841 2.577
H 1.286 2.044 0.053 -0.081 -0.067 0.588
H 0.272 -1.938 -0.096 0.713 -2.614 -0.426
N -0.665 1.526 -0.055 0.002 4.829 0.826
N -1.628 0.802 -0.143 -1.671 -4.447 -1.111
N 0.110 -1.013 0.102 -3.773 3.191 -0.998
O -2.190 -1.487 0.053 3.005 2.460 -1.065
Cl 2.510 -0.503 -0.063 5.905 -1.436 -0.475
```
Forces are in eV/Å.

Results
LUMO energy = -0.021 Eh
HOMO level = -0.33548 Ha
SMILES = O=c1nncc(Cl)[nH]1
Spin multiplicity = 1
ΔE to the lowest compared entry with this formula, charge and spin = 181.6 kJ/mol
M = 131.52 g mol⁻¹
Strongest force on any atom = 6.10 eV/A

=====

# 3
C5H11NO2 | the ωB97M-V functional and the def2-TZVPD basis

Structure (XYZ):
```
19
Properties=species:S:1:pos:R:3:forces:R:3
C 0.705 -0.133 0.472 -0.250 0.462 0.468
C 0.647 -0.742 -1.619 -0.669 0.293 -0.390
C 2.172 -0.197 0.814 -0.050 -0.100 -0.097
C -2.321 0.609 0.475 0.094 0.051 0.078
C -1.108 1.227 -0.210 -0.187 -0.452 -0.569
O -0.072 -1.107 1.101 0.092 0.075 -0.291
O -0.480 -0.384 -2.098 0.805 -0.449 0.179
N 0.187 1.017 0.136 0.473 -0.613 -0.196
H 0.484 -1.855 1.346 0.020 0.078 -0.030
H -0.975 0.526 -1.352 -0.149 0.643 0.674
H 1.557 -0.228 -1.945 -0.054 0.025 0.084
H 0.754 -1.773 -1.272 -0.034 0.071 0.149
H -1.266 2.263 -0.513 -0.012 -0.058 0.016
H 2.711 0.584 0.283 -0.032 -0.017 0.000
H 2.309 -0.050 1.889 -0.034 -0.007 -0.041
H 2.597 -1.168 0.550 0.006 0.011 -0.003
H -3.219 0.886 -0.080 0.034 -0.010 0.004
H -2.257 -0.473 0.531 -0.032 0.015 -0.023
H -2.424 0.998 1.491 -0.023 -0.019 -0.015
```
Forces are in eV/Å.

Results
LUMO energy = 0.022 Eh
HOMO level = -0.32510 Ha
Spin multiplicity = 1
ΔE to the lowest compared entry with this formula, charge and spin = 349.6 kJ/mol
M = 117.15 g mol⁻¹
Strongest force on any atom = 0.94 eV/A

=====

# 4
C13H33AgNO18P2S2 | the ωB97M-V functional and the def2-TZVPD basis

Structure (XYZ):
```
70
Properties=species:S:1:pos:R:3:forces:R:3
Ag 14.727 9.553 -2.927 0.858 -0.893 -0.773
S 14.634 8.960 -0.119 -0.253 -1.259 -0.170
O 14.307 7.608 0.362 0.070 0.386 0.103
O 13.526 9.490 -0.972 -0.605 0.517 0.801
O 14.975 9.874 0.974 0.163 0.163 -0.191
O 15.767 8.840 -1.137 0.220 0.286 0.456
S 15.457 8.698 -5.526 -0.615 -0.884 -1.618
O 16.529 9.082 -6.459 -0.106 0.410 0.735
O 16.016 8.291 -4.181 0.484 -0.067 0.586
O 14.570 9.852 -5.140 -0.060 0.141 -0.272
O 14.675 7.593 -6.103 0.238 0.452 0.479
C 13.718 12.660 -0.683 0.525 0.322 -0.454
C 12.279 13.055 -0.906 0.434 0.602 -0.045
O 11.439 11.967 -1.276 -0.481 0.149 0.206
P 11.448 11.372 -2.750 -0.259 -0.273 0.757
O 12.725 10.898 -3.222 0.543 0.425 -0.709
O 10.307 10.303 -2.658 -0.447 -0.057 -0.020
C 10.622 9.023 -2.023 -0.283 -0.020 0.060
C 9.568 8.717 -0.994 -0.372 0.144 0.831
O 10.809 12.503 -3.656 -0.183 0.084 -0.224
C 9.480 12.989 -3.420 0.487 0.368 0.435
C 8.740 12.945 -4.729 -0.227 -0.031 -0.127
H 14.305 13.572 -0.504 -0.172 -0.041 0.385
H 13.855 11.928 0.111 -0.029 -0.002 0.008
H 14.162 12.272 -1.602 -0.231 -0.302 0.051
H 11.861 13.510 -0.004 -0.178 -0.334 0.078
H 12.227 13.851 -1.663 -0.043 -0.215 -0.153
H 10.602 8.279 -2.815 0.292 0.005 -0.017
H 11.606 9.080 -1.554 0.050 -0.131 -0.171
H 9.865 7.849 -0.400 0.046 -0.120 -0.243
H 9.459 9.522 -0.259 0.201 0.108 -0.197
H 8.566 8.539 -1.393 0.133 -0.060 -0.260
H 9.009 12.430 -2.611 -0.119 -0.182 -0.200
H 9.601 14.013 -3.048 -0.130 0.033 -0.140
H 8.615 11.911 -5.049 0.051 0.013 -0.062
H 7.753 13.410 -4.672 0.017 -0.007 0.170
H 9.316 13.485 -5.480 0.025 -0.080 -0.057
C 19.740 11.235 -5.420 0.213 0.190 -0.183
C 18.442 11.191 -4.661 -0.111 -0.084 -0.049
O 18.431 12.308 -3.718 0.323 0.077 -0.098
P 17.114 12.497 -2.856 0.850 -0.444 -0.030
O 16.176 11.417 -3.088 -0.603 0.485 0.130
O 17.634 12.660 -1.379 -0.116 -0.044 0.228
C 17.278 11.577 -0.436 0.651 0.402 -0.004
C 18.056 11.823 0.829 -0.423 -0.384 0.613
O 16.626 13.953 -3.221 -0.201 0.412 -0.136
C 17.571 15.013 -3.454 -0.139 -0.612 0.246
C 16.892 16.308 -3.124 -0.214 0.750 -0.521
H 19.688 10.541 -6.260 -0.033 -0.083 0.069
H 19.928 12.234 -5.825 -0.084 -0.012 0.005
H 20.594 10.969 -4.793 -0.045 -0.024 0.044
H 17.578 11.273 -5.319 0.028 -0.072 -0.033
H 18.339 10.255 -4.115 -0.112 0.033 0.011
H 16.209 11.616 -0.280 -0.106 -0.261 0.083
H 17.565 10.620 -0.863 -0.280 -0.038 -0.138
H 17.704 12.697 1.382 0.192 0.211 -0.264
H 17.858 10.983 1.504 0.005 -0.067 -0.150
H 19.131 11.859 0.655 0.011 0.186 -0.081
H 18.456 14.837 -2.839 0.075 0.118 -0.064
H 17.851 14.967 -4.507 0.102 0.060 0.004
H 16.769 16.510 -2.063 0.036 -0.244 0.085
H 17.442 17.145 -3.571 0.109 -0.077 0.157
H 15.910 16.324 -3.602 -0.038 -0.080 0.123
C 14.784 5.838 -2.191 0.750 0.064 -0.344
N 13.404 6.144 -2.618 0.446 0.468 0.225
O 13.168 7.293 -2.902 -0.526 -0.306 -0.197
O 12.600 5.228 -2.653 -0.302 -0.210 -0.043
H 15.265 5.316 -3.020 -0.210 -0.101 -0.005
H 14.756 5.226 -1.299 -0.151 0.024 0.063
H 15.314 6.775 -2.042 -0.136 0.015 0.217
```
Forces are in eV/Å.

Results
LUMO energy (spin up / spin down) = 0.153 / 0.153 Eh
HOMO level (spin up / spin down) = -0.09162 / -0.08407 Ha
Spin multiplicity = 2
Expectation value of S² = 0.754
M = 725.35 g mol⁻¹
Strongest force on any atom = 1.94 eV/A
Net charge = -2

=====

Copy entry 1 word for word.
C5H14NO | the ωB97M-V functional and the def2-TZVPD basis

Structure (XYZ):
```
21
Properties=species:S:1:pos:R:3:forces:R:3
C 0.407 0.110 -2.052 -0.294 0.197 0.465
C -0.449 0.447 -0.833 -0.383 -0.696 0.385
N -0.223 -0.585 0.299 0.039 1.228 -0.028
C -0.299 0.121 1.646 0.969 0.551 -0.997
C -0.738 1.549 1.305 -0.760 -0.593 -0.104
C -0.314 1.787 -0.146 0.463 -0.063 0.531
H -0.212 0.010 -2.926 -0.177 0.064 -0.373
H 0.928 -0.832 -1.933 0.172 -0.164 0.051
H 1.120 0.901 -2.211 0.396 0.196 -0.187
H -1.500 0.304 -1.045 -0.270 0.020 -0.280
H 0.706 -0.979 0.195 -0.062 -0.782 -0.079
H -0.934 -1.303 0.229 0.271 -0.336 -0.092
H -0.891 -0.513 2.295 -0.029 0.392 0.356
H 0.744 0.220 1.954 -0.187 -0.532 0.437
H -1.817 1.634 1.373 -0.237 0.073 0.108
H -0.303 2.268 1.975 0.135 0.219 0.335
H 0.684 2.218 -0.212 0.140 -0.200 -0.050
H -0.997 2.492 -0.570 -0.261 0.478 -0.508
H 0.765 -3.499 0.722 0.644 0.072 -0.474
H 2.057 -3.412 -0.167 0.025 -0.248 0.107
O 1.265 -2.938 0.100 -0.594 0.125 0.396
```
Forces are in eV/Å.

Results
LUMO energy = -0.113 Eh
HOMO level = -0.58777 Ha
Spin multiplicity = 1
ΔE to the lowest compared entry with this formula, charge and spin = 33.6 kJ/mol
M = 104.17 g mol⁻¹
Strongest force on any atom = 1.50 eV/A
Net charge = +1

=====

Which value of strongest force on any atom does entry 2 give?
6.10 eV/A

=====

The lowest M belongs to which entry?
C5H14NO